# 1
49
Properties=species:S:1:pos:R:3 method="wB97M-V/def2-TZVPD" molar_mass_g_mol=926.2 total_charge=-2 homo_lumo_gap_ev=3.58 energy_ha=-3069.0313
Sr 1.1252 -0.8130 1.6650
C 2.1750 2.8920 -3.0613
C 2.1558 1.4718 -3.3361
N 1.5849 0.8769 -4.3786
N 1.8946 -0.4512 -4.2729
C 2.6637 -0.7127 -3.1470
S 2.2080 -2.0301 -2.1869
N 2.9623 0.6021 -2.6019
N 3.9265 0.9027 -1.7116
H 3.1476 3.2847 -2.7942
H 1.5829 2.8657 -2.0865
H 1.7130 3.4675 -3.8851
H 1.4645 -1.0065 -5.0320
H 4.7552 0.2766 -1.6658
H 3.3510 0.7998 -0.8684
O 1.5889 -3.0175 -3.1310
O -0.8573 -1.6904 0.5427
C -1.9978 -1.1569 0.4068
C -2.7502 -0.5886 1.5710
C -4.2849 -0.7905 1.8170
C -5.1747 -0.1072 0.7763
C -4.9415 -0.6903 -0.6362
C -3.5667 -0.2150 -1.1946
N -2.5010 -1.1292 -0.8292
H -2.6999 0.5031 1.3597
H -2.2448 -0.7399 2.4977
H -4.5135 -0.4857 2.8380
H -4.5291 -1.8302 1.7631
H -4.9551 1.0091 0.6546
H -6.1971 -0.0809 1.2417
H -5.8494 -0.5568 -1.2585
H -4.9100 -1.8050 -0.5610
H -3.3474 0.8198 -0.9338
H -3.5776 -0.3747 -2.2631
H -2.1321 -1.6687 -1.5782
F 0.1670 1.4473 5.9281
Te 0.8060 -0.0782 4.9370
F 2.3833 -0.2932 5.9720
F -0.1438 -1.3555 6.0467
F 1.7079 1.2834 3.9533
F -0.5533 0.1014 3.6192
O 1.5081 -1.4617 3.9452
F 3.3785 -2.0179 1.3428
B 4.2366 -0.9469 1.0726
F 5.1923 -0.6267 2.0751
F 3.4422 0.3067 1.0679
F 4.9039 -1.1121 -0.1829
I 0.0858 2.1014 -0.1209
I 5.6165 4.8211 -3.3757

# 2
30
Properties=species:S:1:pos:R:3 method="wB97M-V/def2-TZVPD" molar_mass_g_mol=253.1 homo_lumo_gap_ev=8.64 energy_ha=-3152.7157
C -0.4437 -0.5992 0.4437
C -1.4202 -0.5065 1.3987
C 3.9379 -0.1252 -0.4683
C 0.9157 2.1100 -1.2960
C 0.8463 0.2257 0.5144
C 3.0278 1.0404 -0.7237
C -4.1405 -0.2774 0.3037
C -2.5989 -1.4136 1.2318
C 1.4698 0.7505 -0.7733
O -3.1794 -1.8931 2.3428
O -2.4186 -2.4040 0.2923
O 1.3069 -0.2910 -1.7192
Br -5.7749 0.0322 1.3110
H -0.6332 -1.1790 -0.4496
H -1.3558 0.0472 2.3580
H 4.1766 -0.3099 0.5512
H 3.4599 -0.9657 -0.9766
H 4.9219 0.0171 -0.8398
H 1.7265 2.8269 -1.3836
H 0.1102 2.4337 -0.6546
H 0.5767 1.6770 -2.2454
H 0.6607 0.9826 1.3024
H 1.6459 -0.5306 0.8932
H 3.1173 1.7305 0.1282
H 3.1175 1.4211 -1.8101
H -3.6318 0.7200 0.0303
H -4.3718 -1.1699 -0.3811
H -3.5911 -1.0578 2.8439
H -3.1051 -3.1174 0.3902
H 1.6476 -0.1748 -2.6145

# 3
28
Properties=species:S:1:pos:R:3 method="wB97M-V/def2-TZVPD" molar_mass_g_mol=233.2 homo_lumo_gap_ev=9.91 energy_ha=-3216.5065
C 0.7698 0.3679 0.4791
C -0.2434 0.9723 0.2432
C -1.3580 2.7942 -0.4798
C -2.1783 0.4546 -1.0174
C -2.3539 1.3854 1.4551
C 2.0764 -1.6591 -1.7397
C 1.1533 -2.8761 1.0447
C 2.1032 -0.0900 0.7966
C -1.6264 1.3460 0.0724
Si 2.4484 -1.8267 0.1176
Br 3.5001 1.0923 -0.0800
H -2.3339 3.3545 -0.5946
H -0.6694 3.2670 0.0351
H -1.0699 2.7381 -1.4460
H -3.2505 0.3154 -0.9369
H -1.7242 -0.4996 -0.9405
H -2.1843 0.8167 -2.0408
H -3.5007 1.2653 1.4604
H -2.2068 2.2262 1.9441
H -2.0256 0.4696 2.0480
H 1.2217 -1.1339 -1.9304
H 2.8116 -1.0274 -2.1450
H 1.8309 -2.6348 -2.1278
H 0.3450 -3.0235 0.4648
H 1.4429 -3.8573 1.2278
H 0.7938 -2.3561 2.0345
H 2.4146 0.1584 1.7638
H 3.8136 -2.0394 0.2916

# 4
31
Properties=species:S:1:pos:R:3 method="wB97M-V/def2-TZVPD" molar_mass_g_mol=412.4 homo_lumo_gap_ev="6.75 / 8.14" spin_multiplicity=4 energy_ha=-1481.7036
Re -1.7345 0.5981 0.8718
Cl -3.3875 -0.4550 -0.2223
Cl -2.7975 1.7770 2.5525
C 0.7302 1.3737 -3.4104
H 1.1938 2.3514 -3.2483
H -0.2336 1.3218 -3.9492
C -0.7189 -0.9528 1.3358
C 1.3893 0.2966 -3.0247
H 0.0834 -0.8920 2.1055
C 0.8503 -1.1522 -2.8728
H 2.3411 0.4136 -2.4881
C -0.5204 -1.4226 -2.1297
H 0.7270 -1.5747 -3.8893
H 1.6807 -1.7058 -2.3831
C -0.5558 -2.4906 -1.0090
H -1.0151 -0.4981 -1.7380
H -1.2288 -1.8037 -2.9021
C -0.5897 -2.2595 0.5446
H -1.4899 -3.0466 -1.2052
H 0.2751 -3.1973 -1.1964
H -1.3882 -2.8798 0.9853
H 0.3402 -2.7068 0.9314
C 0.1944 1.4517 3.6911
C 0.4703 2.0524 2.3560
N 1.4292 3.0049 2.3117
O -0.1234 1.8094 1.2654
H 0.9151 1.8882 4.3958
H 0.3407 0.3614 3.7133
H -0.8118 1.7139 4.0587
H 1.6280 3.4583 1.4290
H 2.0058 3.1652 3.1206

# 5
31
Properties=species:S:1:pos:R:3 method="wB97M-V/def2-TZVPD" molar_mass_g_mol=201.2 total_charge=+1 homo_lumo_gap_ev=8.78 energy_ha=-688.0777
C 2.7672 0.0058 -1.1721
C 1.7679 -0.4203 -0.0682
C -0.8042 -0.1888 -1.5401
C 1.4587 1.9948 -0.5383
C 0.7462 0.7300 0.1744
C 0.5486 1.0147 1.6564
C 1.0012 -2.6601 1.0025
C 1.1990 -1.8347 -0.3750
C 1.3294 3.2858 -0.4900
N 2.3885 1.3294 -1.3746
N -4.1862 0.3175 -0.5900
O 3.4951 -0.6539 -1.8287
O -0.5122 0.3948 -0.4437
O -2.0107 -0.4638 -1.8262
H 2.3641 -0.3911 0.9152
H 0.0639 -0.3797 -2.2554
H -0.5532 1.0064 1.7734
H 0.9905 2.0038 1.9667
H 0.9773 0.0817 2.2798
H 0.4386 -2.0471 1.7225
H 1.8772 -3.1763 1.4347
H 0.3781 -3.4958 0.7921
H 0.3623 -1.8928 -0.9637
H 1.9776 -2.3472 -0.9384
H 0.6060 3.8084 0.1806
H 1.9670 3.8052 -1.1850
H 2.8089 1.9477 -2.1292
H -5.0181 0.1035 -1.1233
H -4.1336 1.3354 -0.7295
H -4.4300 0.0617 0.3644
H -3.2937 -0.0212 -1.1737

# 6
35
Properties=species:S:1:pos:R:3 method="wB97M-V/def2-TZVPD" molar_mass_g_mol=302.0 homo_lumo_gap_ev="5.29 / 8.13" spin_multiplicity=3 energy_ha=-2360.8284
Ni -1.0091 -1.0845 -0.2659
C 3.9367 -0.4800 0.7942
O 3.0317 -1.3231 0.0674
C 1.7388 -1.3388 0.3780
O 0.9502 -1.8814 -0.3814
N 1.3803 -0.7691 1.5582
N 0.0189 -0.6896 1.8628
H 4.9008 -0.6140 0.3145
H 4.0204 -0.7942 1.8370
H 3.6315 0.5658 0.7031
H 2.0264 -0.1970 2.0730
H -0.2911 0.2797 1.8496
H -0.1562 -1.1153 2.7637
C -3.0351 -1.1395 -2.5078
O -3.6035 -1.5642 -1.2594
C -2.7755 -1.6166 -0.2380
C -3.5393 -2.0789 0.9686
H -2.7603 -0.0871 -2.4497
H -3.7987 -1.2987 -3.2637
H -2.1479 -1.7311 -2.7297
H -4.5992 -2.2299 0.7588
H -3.4231 -1.3480 1.7715
H -3.1010 -3.0118 1.3308
N 2.8777 2.4080 -0.7498
C 1.4907 2.2117 -0.5634
C 0.8861 1.0727 -1.0425
N -0.4552 0.7864 -0.8000
C -1.1115 1.8038 -0.1474
C -0.4761 2.9231 0.3003
N 0.8633 3.1639 0.1417
H 3.1975 2.0723 -1.6478
H 3.1037 3.3866 -0.6327
H 1.4446 0.3630 -1.6380
H -2.1715 1.6645 0.0318
H -1.0447 3.6911 0.8122

# 7
30
Properties=species:S:1:pos:R:3 method="wB97M-V/def2-TZVPD" molar_mass_g_mol=187.2 smiles=CO[C@@H]1OCC2(CCN(C)CC2)O1 homo_lumo_gap_ev=9.18 energy_ha=-633.5267
C -2.0098 0.3157 3.7263
O -1.6069 0.4659 2.3844
C -1.2038 -0.7555 1.9470
O 0.0472 -1.0586 2.6086
C 0.9415 -0.3519 1.8505
C 0.3851 -0.2600 0.4095
C 0.3648 1.2016 -0.1250
C 0.1251 1.2795 -1.6316
N 0.7957 0.2777 -2.4981
C 0.4024 0.4927 -3.8432
C 0.7658 -1.1452 -2.0436
C 1.1700 -1.1614 -0.6308
O -0.8819 -0.8056 0.6246
H -2.8328 -0.3884 3.7702
H -1.1792 -0.2797 4.2675
H -2.2418 1.3942 4.1618
H -1.9127 -1.4764 2.2235
H 1.9600 -0.7298 1.9954
H 1.0135 0.6920 2.2398
H -0.4425 1.7643 0.5106
H 1.4174 1.6746 0.0134
H -1.0219 1.1943 -1.8946
H 0.4984 2.2596 -2.0646
H 0.5603 1.5763 -4.0405
H -0.7031 0.2801 -3.9851
H 0.9499 -0.2322 -4.5295
H -0.2558 -1.5422 -1.9582
H 1.3695 -1.7508 -2.7146
H 2.2579 -0.7609 -0.5296
H 1.2676 -2.1699 -0.2442

# 8
34
Properties=species:S:1:pos:R:3 method="wB97M-V/def2-TZVPD" molar_mass_g_mol=251.2 smiles="O=C=NOC(=O)OC[C@H]1CO1.CCO.CCO" homo_lumo_gap_ev=8.36 energy_ha=-934.1145
O -6.6266 0.1430 0.2092
C -5.3297 -0.2741 0.2242
N -3.9677 -0.4570 0.4940
O -3.3592 0.4752 -0.2704
C -2.2095 1.0800 0.4172
O -1.0277 0.4084 0.3282
O -2.1894 2.3378 1.1750
C -3.5115 2.7151 1.6909
C -4.1836 3.9462 0.5899
C -3.1441 4.3420 -0.7435
O -4.5212 3.4493 -0.8531
H -3.4646 3.2662 2.7235
H -4.3008 1.8527 1.7320
H -4.8528 4.8770 1.0997
H -2.3657 3.5569 -1.1264
H -3.5628 5.1572 -1.5085
C 3.1917 -0.2283 -0.9747
C 2.4199 0.5555 -2.0160
O 1.2589 -0.1647 -2.4031
H 3.4826 -1.2079 -1.3681
H 4.0924 0.3113 -0.6688
H 2.5729 -0.4114 -0.0902
H 3.0343 0.7172 -2.9066
H 2.1142 1.5312 -1.6258
H 0.7161 -0.2957 -1.6067
C 3.3997 -4.1412 1.5306
C 4.0759 -4.5078 0.2258
O 4.9632 -3.4717 -0.1686
H 2.8441 -3.2035 1.4258
H 2.7086 -4.9279 1.8462
H 4.1412 -3.9853 2.3209
H 3.3331 -4.6412 -0.5662
H 4.6442 -5.4377 0.3260
H 5.6238 -3.3669 0.5376

# 9
31
Properties=species:S:1:pos:R:3 method="wB97M-V/def2-TZVPD" molar_mass_g_mol=205.2 total_charge=+1 homo_lumo_gap_ev=10.82 energy_ha=-728.8680
C -1.7445 -0.4538 0.0628
C -0.2152 -0.1436 -1.1398
C 0.8156 -0.1208 -0.0466
C -2.8397 -1.3746 -0.0059
C 1.9029 0.9424 -0.2536
C -4.1129 -0.5458 -0.4255
C 2.9998 0.8788 0.7698
C -3.8181 0.6998 0.3339
C 4.3547 0.2399 0.2394
O 0.0899 0.2804 1.1132
O -1.1135 -0.4943 1.2605
O 1.3499 -1.3969 0.0543
O -2.3877 1.0020 -0.0012
O 4.0868 -1.0204 -0.3325
H -0.1262 -0.8915 -1.8046
H -0.3660 0.8784 -1.5949
H -2.8785 -1.7828 1.0348
H -2.8448 -2.3027 -0.6997
H 2.2453 0.7633 -1.3208
H 1.3178 1.9676 -0.2161
H -4.3338 -0.5231 -1.5668
H -4.9766 -0.9558 -0.0309
H 3.1836 1.9067 1.0020
H 2.5250 0.4096 1.6497
H -3.8518 0.4360 1.4378
H -4.2773 1.5931 -0.0904
H 4.8810 0.9012 -0.4155
H 5.0238 0.1709 1.1550
H 2.3676 -1.2054 0.1030
H -1.9717 1.3243 0.8013
H 4.7147 -1.1830 -1.0726

# 10
32
Properties=species:S:1:pos:R:3 method="wB97M-V/def2-TZVPD" molar_mass_g_mol=236.2 smiles="COC(=O)[C@](C)(C1CC1)P(=O)(OC)OC" homo_lumo_gap_ev=10.49 energy_ha=-1070.6755
C -3.5043 -1.7609 0.6124
O -2.4573 -0.8187 0.7655
C -1.6964 -0.4778 -0.2762
O -1.8559 -0.8540 -1.4079
C -0.6654 0.4422 0.1395
C -0.6371 0.9978 1.4990
C -0.2478 1.4665 -0.9600
C -0.1849 2.9631 -0.8309
C 1.0833 2.1824 -0.9258
P 0.7973 -0.8312 0.1945
O 0.3388 -2.1239 0.7805
O 1.3595 -1.0365 -1.2312
C 0.7282 -2.0230 -2.0633
O 1.9969 -0.1430 0.9763
C 3.1369 -0.8342 1.3708
H -4.3463 -1.2655 0.0475
H -3.8247 -2.0903 1.5680
H -3.1671 -2.6260 -0.0437
H 0.4454 1.5342 1.5542
H -0.7488 0.1314 2.1830
H -1.3720 1.8559 1.6640
H -0.6155 1.1590 -1.9300
H -0.3987 3.1305 0.1305
H -0.5222 3.7490 -1.5252
H 1.5394 1.9684 -1.9050
H 1.8235 2.0747 -0.0958
H 0.8560 -1.5857 -3.0296
H -0.2861 -2.1910 -1.7185
H 1.2767 -3.0163 -2.0637
H 3.3025 -1.6226 0.7459
H 2.9508 -1.1260 2.4299
H 3.9752 -0.1550 1.3510

# 11
52
Properties=species:S:1:pos:R:3 method="wB97M-V/def2-TZVPD" molar_mass_g_mol=871.4 homo_lumo_gap_ev=1.63 energy_ha=-6972.8307
Tl 1.4287 0.1064 -13.8155
As -0.5290 -4.0280 -17.0088
F -1.3964 -3.0450 -15.7538
F -1.9131 -4.4337 -18.0676
F 0.5897 -5.0233 -18.1379
F 0.8827 -3.6574 -15.9239
F -0.7486 -5.5408 -16.0441
F -0.2478 -2.4801 -17.8752
As 5.9396 -3.8532 -11.1218
F 5.4164 -5.0892 -12.3198
F 4.6487 -4.4783 -10.0540
F 6.1843 -2.5454 -9.8737
F 7.0823 -3.0288 -12.2370
F 4.6221 -2.8752 -11.7838
F 7.1562 -4.9690 -10.3619
F 1.0948 3.9739 -12.2600
C -2.4997 5.0019 -16.3582
O -3.1098 4.2016 -17.3230
C -2.7424 2.9784 -17.5118
O -1.9030 2.4195 -16.8351
O -3.4398 2.3693 -18.4377
C -4.5365 2.9880 -19.1957
H -1.4128 5.0584 -16.2975
H -2.9393 4.6826 -15.4133
H -2.8470 6.0021 -16.6168
H -4.2460 3.9210 -19.6787
H -5.3999 3.1394 -18.5479
H -4.7977 2.2437 -19.9480
C -5.6920 -0.1964 -9.6546
O -4.5272 -0.1514 -10.4213
C -4.5569 0.0123 -11.7912
O -3.5547 0.2664 -12.4692
O -5.8000 -0.2104 -12.2071
C -6.2884 0.0754 -13.5006
H -5.3792 -0.3156 -8.6173
H -6.3986 -0.9685 -9.9590
H -6.0368 0.8376 -9.6648
H -5.8096 -0.4880 -14.3014
H -5.8648 1.0137 -13.8586
H -7.3610 -0.0934 -13.5964
C 7.6396 3.1880 -15.1358
O 7.8131 3.0168 -13.7716
C 6.7640 2.5984 -13.0522
O 5.8098 1.8384 -13.3841
O 6.9658 3.0739 -11.9261
C 6.0591 2.7996 -10.8527
H 7.5334 2.2251 -15.6352
H 8.4597 3.7381 -15.5973
H 6.7310 3.7443 -15.3662
H 6.1493 1.7254 -10.6906
H 5.0182 3.1172 -10.9125
H 6.4297 3.3387 -9.9809

# 12
42
Properties=species:S:1:pos:R:3 method="wB97M-V/def2-TZVPD" molar_mass_g_mol=599.7 total_charge=-1 homo_lumo_gap_ev="2.26 / 9.80" spin_multiplicity=2 energy_ha=-6101.6826
C 20.9633 -9.9034 -7.9362
O 22.3131 -10.2556 -8.3286
C 22.6261 -10.3069 -9.5732
O 21.9444 -9.9086 -10.5705
O 23.9450 -10.8703 -9.5846
C 24.6332 -11.0283 -10.7995
H 20.5631 -8.9597 -8.3068
H 20.9821 -9.8536 -6.8475
H 20.3304 -10.7739 -8.1087
H 25.7060 -10.8457 -10.8610
H 24.2309 -10.5436 -11.6890
H 24.5614 -12.0908 -11.0315
C 22.4164 -15.6178 -2.9915
Cl 21.1020 -15.6487 -4.1551
Cl 23.7912 -14.6463 -3.5369
H 22.1593 -15.1553 -2.0385
H 22.8025 -16.6253 -2.8367
C 22.4413 -13.5315 -6.7460
Cl 21.1021 -12.6537 -5.9467
Cl 23.8951 -12.5174 -7.0710
H 22.6743 -14.4565 -6.2187
H 22.0990 -13.8689 -7.7243
C 19.6716 -16.7037 -7.4447
Cl 18.7392 -17.5046 -8.7225
Cl 18.7652 -15.3246 -6.7613
H 19.8620 -17.3680 -6.6018
H 20.6535 -16.4245 -7.8267
C 22.1179 -11.2381 -3.0094
Cl 22.8226 -11.8750 -1.5682
Cl 20.6728 -10.2071 -2.7757
H 22.8135 -10.5543 -3.4959
H 21.8204 -12.0318 -3.6948
C 25.3140 -9.5676 -5.1953
Cl 26.1143 -10.3523 -3.8199
Cl 26.2460 -8.1331 -5.6187
H 25.2836 -10.2797 -6.0200
H 24.3176 -9.2107 -4.9348
C 17.9805 -13.1543 -3.5835
Cl 16.6802 -14.3591 -3.9121
Cl 18.9126 -13.3675 -2.0902
H 18.7183 -13.0851 -4.3828
H 17.4360 -12.2102 -3.5689